{
  "formula": "C4H7IO3SYb",
  "method": "ωB97M-V/def2-TZVPD",
  "e_homo_ev": -16.9,
  "charge": 2,
  "e_above_lowest_kj_mol": 0.0,
  "total_energy_ha": -2236.093706,
  "multiplicity": 1,
  "elements": ["O", "S", "O", "C", "C", "I", "C", "C", "O", "H", "H", "H", "H", "H", "H", "H", "Yb"],
  "positions_angstrom": [[-1.26566, -2.66428, 1.07498], [-0.43999, -1.81463, 0.37147], [0.60239, -2.37969, -0.38266], [0.32645, -0.59687, 1.46708], [-0.04798, 0.77915, 0.94134], [0.73591, 2.40709, 2.06229], [0.39992, 0.82966, -0.48144], [-0.56697, -0.00301, -1.40192], [-1.32295, -0.90841, -0.67574], [-0.00131, -0.73500, 2.48581], [1.38830, -0.74070, 1.33212], [-1.12795, 0.84900, 0.96697], [0.46198, 1.87890, -0.82577], [1.39144, 0.37969, -0.58937], [-0.02398, -0.48776, -2.21371], [-1.26731, 0.70920, -1.86811], [0.75773, 2.49766, -2.26334]],
  "lowdin_charge": [-0.1482, 0.6382, -0.2070, -0.2136, -0.7974, 1.0371, -0.3615, -0.2586, -0.1693, 0.1242, 0.1153, 0.1045, -0.1018, 0.1424, 0.1371, 0.1309, 1.8278]
}



{
  "formula": "C4H7LiMnO2",
  "method": "ωB97M-V/def2-TZVPD",
  "e_homo_ev": [-11.8, -14.1],
  "charge": 1,
  "e_above_lowest_kj_mol": 82.4,
  "total_energy_ha": -1465.278136,
  "multiplicity": 7,
  "elements": ["H", "C", "C", "C", "C", "O", "O", "Li", "Mn", "H", "H", "H", "H", "H", "H"],
  "positions_angstrom": [[-1.27000, -2.36724, -2.49161], [0.79495, -0.51577, 0.08302], [0.98235, 0.93027, -0.28976], [0.28876, 1.32536, 0.95326], [-1.06691, 0.78626, 1.26170], [-1.35540, -0.12101, 0.26997], [0.49093, -1.39832, -0.81840], [0.66755, -2.46147, -2.33830], [-1.47909, -1.31759, -1.13614], [1.46963, -0.91069, 0.85876], [2.03517, 1.23463, -0.32034], [0.45305, 1.17041, -1.22292], [0.85017, 1.79800, 1.76069], [-1.79410, 1.62294, 1.21204], [-1.06706, 0.22422, 2.21801]],
  "lowdin_charge": [-0.1286, -0.2032, -0.1058, 0.0027, -0.2923, -0.3912, -0.3859, 0.6941, 0.9328, 0.1693, 0.1474, 0.1419, 0.1288, 0.1449, 0.1452]
}



{
  "formula": "C4H7LiO2",
  "method": "ωB97M-V/def2-TZVPD",
  "e_homo_ev": [-0.1, -3.6],
  "charge": -1,
  "e_above_lowest_kj_mol": 0.0,
  "total_energy_ha": -314.571457,
  "multiplicity": 2,
  "elements": ["O", "C", "C", "H", "H", "H", "Li", "C", "C", "O", "H", "H", "H", "H"],
  "positions_angstrom": [[-3.14088, 0.19618, -0.23448], [-2.12069, 0.76187, -0.76962], [-1.02905, 0.14778, -1.33472], [-0.30672, 0.76208, -1.87775], [-2.07808, 1.86777, -0.69000], [-1.04991, -0.92611, -1.54590], [-3.88755, -1.41148, 0.03232], [2.25655, -0.57387, 0.63116], [0.99434, -0.23261, 0.96600], [3.26762, 0.29045, 0.37985], [2.62854, -1.58852, 0.80849], [0.72854, 0.81069, 1.16743], [0.32822, -1.01356, 1.33430], [3.40907, 0.90933, 1.13293]],
  "lowdin_charge": [-0.3701, -0.5244, -0.1196, 0.0133, 0.0797, 0.0236, -0.0475, -0.3179, -0.0053, -0.0611, 0.0975, 0.0660, 0.0569, 0.1088]
}



Please write out number 3 again, unchanged.
{
  "formula": "C4H7LiO2",
  "method": "ωB97M-V/def2-TZVPD",
  "e_homo_ev": [-0.1, -3.6],
  "charge": -1,
  "e_above_lowest_kj_mol": 0.0,
  "total_energy_ha": -314.571457,
  "multiplicity": 2,
  "elements": ["O", "C", "C", "H", "H", "H", "Li", "C", "C", "O", "H", "H", "H", "H"],
  "positions_angstrom": [[-3.14088, 0.19618, -0.23448], [-2.12069, 0.76187, -0.76962], [-1.02905, 0.14778, -1.33472], [-0.30672, 0.76208, -1.87775], [-2.07808, 1.86777, -0.69000], [-1.04991, -0.92611, -1.54590], [-3.88755, -1.41148, 0.03232], [2.25655, -0.57387, 0.63116], [0.99434, -0.23261, 0.96600], [3.26762, 0.29045, 0.37985], [2.62854, -1.58852, 0.80849], [0.72854, 0.81069, 1.16743], [0.32822, -1.01356, 1.33430], [3.40907, 0.90933, 1.13293]],
  "lowdin_charge": [-0.3701, -0.5244, -0.1196, 0.0133, 0.0797, 0.0236, -0.0475, -0.3179, -0.0053, -0.0611, 0.0975, 0.0660, 0.0569, 0.1088]
}